Record 1
{
  "formula": "C5H6N",
  "method": "ωB97M-V/def2-TZVPD",
  "lumo_energy_ev": [-4.663, -7.686],
  "total_charge": 1,
  "orbital_gap_ha": [0.21457, 0.24524],
  "relative_energy_ev": 6.182,
  "s2": 2.037,
  "spin_multiplicity": 3,
  "species": ["C", "C", "C", "C", "C", "N", "H", "H", "H", "H", "H", "H"],
  "xyz": [[2.10400, -0.28500, 0.05031], [2.90313, 0.69413, -0.03097], [-1.10873, 1.13046, 0.17896], [0.78799, -0.84039, 0.10661], [-0.27939, -0.08350, 0.24196], [-1.69822, -0.22716, -0.08293], [2.96758, -0.95402, -0.26747], [-1.16608, 1.51682, 1.11767], [-0.91008, 1.75506, -0.70426], [0.54641, -1.80956, -0.08138], [-2.38640, -0.50994, 0.56607], [-1.76021, -0.38690, -1.09457]]
}

***

Record 2
{
  "formula": "C38H90N4O4",
  "method": "ωB97M-V/def2-TZVPD",
  "lumo_energy_ev": [2.382, 2.360],
  "total_charge": -1,
  "orbital_gap_ha": [0.06708, 0.35009],
  "s2": 0.750,
  "spin_multiplicity": 2,
  "species": ["C", "C", "C", "C", "C", "C", "H", "H", "H", "H", "H", "H", "H", "H", "H", "H", "H", "H", "H", "H", "C", "C", "C", "C", "C", "C", "H", "H", "H", "H", "H", "H", "H", "H", "H", "H", "H", "H", "H", "H", "C", "C", "C", "C", "C", "C", "H", "H", "H", "H", "H", "H", "H", "H", "H", "H", "H", "H", "H", "H", "C", "C", "C", "C", "C", "C", "H", "H", "H", "H", "H", "H", "H", "H", "H", "H", "H", "H", "H", "H", "C", "C", "C", "C", "C", "C", "H", "H", "H", "H", "H", "H", "H", "H", "H", "H", "H", "H", "H", "H", "O", "C", "N", "C", "H", "H", "H", "H", "H", "O", "C", "N", "C", "H", "H", "H", "H", "H", "O", "C", "N", "C", "H", "H", "H", "H", "H", "O", "C", "N", "C", "H", "H", "H", "H", "H"],
  "xyz": [[14.73215, -9.26817, 3.45832], [13.42128, -9.15169, 4.23448], [13.18600, -10.46188, 5.06789], [11.81488, -10.64244, 5.67248], [11.73334, -11.90908, 6.47190], [10.34122, -12.14368, 7.09270], [15.56877, -9.48058, 4.12393], [14.94041, -8.37320, 2.87201], [14.55204, -10.12152, 2.80452], [13.62073, -8.34277, 4.93731], [12.58326, -8.86122, 3.60088], [13.97035, -10.45937, 5.82479], [13.40225, -11.28428, 4.38599], [11.57479, -9.82301, 6.34998], [11.05680, -10.70483, 4.89176], [11.93420, -12.81490, 5.89986], [12.48791, -11.86258, 7.25710], [10.23981, -11.63964, 8.05381], [9.60272, -11.76615, 6.38546], [10.22337, -13.21490, 7.25614], [15.48584, -7.01457, 7.97330], [14.16581, -6.46099, 8.51345], [13.41334, -7.46344, 9.42301], [12.04847, -7.03870, 9.93096], [11.17043, -8.15130, 10.55350], [10.63260, -9.24777, 9.64945], [15.84855, -6.46822, 7.10266], [15.42408, -8.05427, 7.65186], [16.18773, -7.06512, 8.80569], [14.30220, -5.55082, 9.09748], [13.58506, -6.08858, 7.66956], [13.98363, -7.71776, 10.31643], [13.14162, -8.27548, 8.74857], [12.28906, -6.38334, 10.76805], [11.47020, -6.50655, 9.17563], [11.66642, -8.52888, 11.44765], [10.29887, -7.63169, 10.95160], [10.39963, -8.74658, 8.70996], [11.33109, -10.08060, 9.56817], [9.71439, -9.64458, 10.08248], [6.46696, -9.10942, 17.49023], [6.28433, -8.23366, 16.22183], [7.51477, -8.08697, 15.19050], [7.19461, -7.20795, 13.93489], [7.81466, -5.81265, 13.96079], [9.30363, -5.71963, 13.61643], [7.16145, -9.94639, 17.41746], [5.51798, -9.51420, 17.84194], [6.77622, -8.47112, 18.31790], [5.43635, -8.72364, 15.74336], [6.02632, -7.22186, 16.53453], [7.88100, -8.97642, 14.67780], [8.39060, -7.74376, 15.74117], [7.28259, -7.67939, 12.95606], [6.12224, -7.01276, 13.94052], [7.24918, -5.11116, 13.34740], [7.73906, -5.33851, 14.93935], [9.86605, -6.35589, 14.29978], [9.28905, -6.12928, 12.60645], [9.72524, -4.71547, 13.57174], [6.68461, -11.85526, 7.65881], [5.29566, -12.51079, 7.54485], [4.80339, -13.12405, 8.88076], [3.30953, -13.35614, 8.89301], [2.81092, -14.33957, 7.85478], [1.26579, -14.57671, 7.92972], [6.96993, -11.16475, 6.86516], [7.39785, -12.67665, 7.59019], [6.77651, -11.22550, 8.54371], [4.64866, -11.67606, 7.27517], [5.35381, -13.28120, 6.77596], [5.07401, -12.39625, 9.64573], [5.30308, -14.02438, 9.23828], [3.16623, -13.68427, 9.92252], [2.76146, -12.42046, 8.78249], [3.05977, -13.95206, 6.86685], [3.34875, -15.27328, 8.01917], [0.98138, -15.45195, 7.34563], [0.97587, -14.82512, 8.95066], [0.67155, -13.70643, 7.65112], [8.50909, -3.30192, 10.74936], [7.60562, -2.58522, 9.74741], [7.32045, -1.12807, 10.09079], [5.99493, -0.61671, 9.37443], [5.71725, 0.86335, 9.54380], [4.38006, 1.21595, 8.81102], [8.02386, -3.09339, 11.70285], [9.50454, -2.86517, 10.66922], [8.65993, -4.34624, 10.47597], [8.05973, -2.62931, 8.75749], [6.65829, -3.12408, 9.76451], [8.21344, -0.55619, 9.83855], [7.17246, -1.00143, 11.16325], [6.04354, -0.85205, 8.31125], [5.14545, -1.19262, 9.74155], [5.66456, 0.99133, 10.62498], [6.57563, 1.39562, 9.13395], [4.25686, 2.29457, 8.71346], [4.35086, 0.89177, 7.77076], [3.51290, 0.78979, 9.31553], [8.73017, -8.06919, 2.19112], [8.08363, -8.77289, 2.94629], [7.40241, -9.77147, 2.46609], [8.02793, -8.71245, 4.48243], [6.67188, -10.19376, 3.02118], [7.30413, -9.82400, 1.46226], [7.01427, -8.99242, 4.76913], [8.22144, -7.80300, 5.05125], [8.79007, -9.43339, 4.77821], [2.85621, -5.39257, 10.36307], [3.85066, -6.05651, 10.25353], [4.03000, -6.71634, 9.19604], [4.87719, -6.21004, 11.37393], [3.56109, -6.37219, 8.37034], [4.66953, -7.49129, 9.09329], [4.42647, -5.90329, 12.31779], [5.72056, -5.52477, 11.28889], [5.16395, -7.26138, 11.39763], [10.29227, -7.26945, 6.50461], [10.78474, -6.26223, 6.03144], [11.83726, -6.29471, 5.25416], [10.41510, -4.86411, 6.54704], [12.10196, -5.50680, 4.68037], [12.19962, -7.19065, 4.96079], [10.91023, -4.07251, 5.98462], [10.65345, -4.63462, 7.58560], [9.35151, -4.71073, 6.36440], [6.27420, -8.65419, 9.24854], [7.30123, -8.19177, 8.77332], [8.00973, -8.72997, 7.81814], [7.76738, -6.75607, 9.23332], [8.64253, -8.12606, 7.31321], [7.83381, -9.68833, 7.55223], [8.79188, -6.50522, 8.95841], [7.88670, -6.77227, 10.31665], [7.16698, -5.93322, 8.84531]]
}

***

Record 3
{
  "formula": "H10O5",
  "method": "ωB97M-V/def2-TZVPD",
  "lumo_energy_ev": 0.105,
  "orbital_gap_ha": 0.40400,
  "relative_energy_ev": 1.050,
  "species": ["O", "H", "H", "O", "H", "H", "O", "H", "H", "O", "H", "H", "O", "H", "H"],
  "xyz": [[-22.87261, -3.70508, -6.62764], [-22.03040, -3.50118, -6.22104], [-22.69418, -3.69354, -7.56799], [-25.95827, -2.41863, -5.52440], [-25.33736, -2.68205, -6.20360], [-25.97760, -3.15820, -4.91703], [-20.03287, -6.53373, -5.58192], [-20.49927, -5.70122, -5.50685], [-20.63082, -7.10075, -6.06891], [-20.28763, -2.95232, -5.09211], [-19.85362, -2.83912, -5.93772], [-19.80393, -2.38086, -4.49569], [-23.77112, -3.02261, -3.72939], [-24.06598, -2.11219, -3.74972], [-23.64306, -3.25400, -4.64933]]
}

***

Record 4
{
  "formula": "C5H15NO2",
  "method": "ωB97M-V/def2-TZVPD",
  "lumo_energy_ev": 0.608,
  "orbital_gap_ha": 0.31789,
  "relative_energy_ev": 1.703,
  "species": ["C", "C", "C", "C", "O", "N", "C", "H", "H", "H", "H", "H", "H", "H", "H", "H", "H", "H", "H", "H", "O", "H", "H"],
  "xyz": [[0.80536, 1.16729, 2.17356], [0.65430, 0.97231, 0.68067], [-0.73325, 0.45466, 0.18405], [-1.16947, 1.20105, -1.03900], [-1.52541, 2.53154, -0.63190], [-0.69858, -0.95920, -0.15833], [-0.01758, -1.92621, 0.68977], [-0.16844, 1.38295, 2.63517], [1.16699, 0.29362, 2.73284], [1.41671, 2.02875, 2.44289], [0.72767, 1.95449, 0.22752], [1.45340, 0.42725, 0.17715], [-1.41486, 0.52499, 1.03140], [-2.07238, 0.72690, -1.43716], [-0.46237, 1.24541, -1.86852], [-1.61456, 3.11202, -1.39308], [-0.86651, -1.25991, -1.10154], [-0.39441, -2.88524, 0.35185], [-0.32599, -1.77075, 1.73274], [1.05279, -1.73517, 0.68903], [2.14951, -2.86827, -1.53484], [2.60291, -2.07702, -1.85584], [1.33773, -2.86702, -2.07527]]
}

***

Please write out number 3 again, unchanged.
{
  "formula": "H10O5",
  "method": "ωB97M-V/def2-TZVPD",
  "lumo_energy_ev": 0.105,
  "orbital_gap_ha": 0.40400,
  "relative_energy_ev": 1.050,
  "species": ["O", "H", "H", "O", "H", "H", "O", "H", "H", "O", "H", "H", "O", "H", "H"],
  "xyz": [[-22.87261, -3.70508, -6.62764], [-22.03040, -3.50118, -6.22104], [-22.69418, -3.69354, -7.56799], [-25.95827, -2.41863, -5.52440], [-25.33736, -2.68205, -6.20360], [-25.97760, -3.15820, -4.91703], [-20.03287, -6.53373, -5.58192], [-20.49927, -5.70122, -5.50685], [-20.63082, -7.10075, -6.06891], [-20.28763, -2.95232, -5.09211], [-19.85362, -2.83912, -5.93772], [-19.80393, -2.38086, -4.49569], [-23.77112, -3.02261, -3.72939], [-24.06598, -2.11219, -3.74972], [-23.64306, -3.25400, -4.64933]]
}